1.
The following is a quantum chemistry calculation of C53H42N6O4PSTl as an isolated structure, from the Open Molecules 2025 dataset.

```
! RIJCOSX wB97M-V def2-TZVPD def2/J DEFGRID3
* xyz -2 1
Tl -0.041 0.216 -0.004
C 0.582 -1.305 7.755
C -0.110 -0.187 7.302
C -0.127 0.160 5.961
C 0.577 -0.578 4.971
C 1.150 -1.790 5.452
C 1.178 -2.120 6.797
C 0.599 -0.191 3.566
C -0.251 0.934 3.111
C -0.458 2.156 3.769
C -1.361 2.908 2.986
C -1.676 2.138 1.871
C -2.597 2.470 0.788
C -3.408 3.714 0.927
C -3.442 4.666 -0.101
C -4.085 5.885 0.057
C -4.731 6.188 1.249
C -4.760 5.235 2.259
C -4.114 4.016 2.096
C -2.749 1.751 -0.396
N -1.962 0.704 -0.859
C -2.480 0.236 -2.049
C -1.981 -0.800 -2.845
C -2.623 -1.005 -4.175
C -3.103 -2.256 -4.582
C -3.637 -2.454 -5.849
C -3.718 -1.402 -6.753
C -3.270 -0.146 -6.362
C -2.729 0.046 -5.096
C -0.815 -1.612 -2.545
C -0.201 -2.572 -3.392
C 0.932 -3.038 -2.743
C 1.016 -2.362 -1.505
N -0.065 -1.513 -1.403
C 2.027 -2.536 -0.509
C 2.059 -1.969 0.764
C 3.097 -2.140 1.747
C 2.692 -1.517 2.886
C 1.403 -0.908 2.633
N 1.076 -1.159 1.324
C 3.155 -3.446 -0.878
C 4.004 -3.133 -1.943
C 5.068 -3.962 -2.278
C 5.306 -5.125 -1.557
C 4.464 -5.455 -0.502
C 3.400 -4.623 -0.168
C -3.682 0.999 -2.326
C -3.835 1.915 -1.334
N -0.960 0.942 1.938
H 0.615 -1.559 8.809
H -0.662 0.423 8.009
H -0.717 1.011 5.654
H 1.542 -2.503 4.744
H 1.645 -3.050 7.101
H -0.045 2.446 4.726
H -1.717 3.903 3.205
H -2.918 4.446 -1.021
H -4.050 6.616 -0.742
H -5.191 7.159 1.394
H -5.281 5.449 3.187
H -4.153 3.277 2.888
H -3.064 -3.080 -3.880
H -3.995 -3.438 -6.136
H -4.126 -1.557 -7.747
H -3.327 0.688 -7.055
H -2.347 1.021 -4.812
H -0.536 -2.855 -4.374
H 1.631 -3.771 -3.115
H 4.033 -2.651 1.587
H 3.264 -1.405 3.796
H 3.829 -2.216 -2.496
H 5.722 -3.689 -3.100
H 6.140 -5.769 -1.815
H 4.636 -6.365 0.064
H 2.742 -4.881 0.653
H -4.357 0.817 -3.150
H -4.650 2.616 -1.220
O 4.617 1.389 0.220
C 3.654 1.106 -0.518
O 2.466 0.884 -0.098
C 3.927 1.128 -2.023
C 5.273 1.283 -2.372
C 5.676 1.503 -3.675
C 4.720 1.572 -4.681
C 3.385 1.392 -4.364
C 2.964 1.178 -3.043
S 1.203 0.922 -2.848
H 5.986 1.250 -1.559
H 6.727 1.631 -3.909
H 5.010 1.749 -5.710
H 2.626 1.413 -5.140
N 0.630 4.357 -2.803
C 1.622 4.662 -1.730
P 0.880 4.169 -0.111
O -0.014 5.290 0.297
O 0.353 2.760 -0.282
C 2.369 4.182 1.018
N 2.336 3.081 2.000
H -0.309 4.343 -2.423
H 0.880 2.231 -2.971
H 0.639 5.051 -3.534
H 1.831 5.732 -1.658
H 2.559 4.133 -1.934
H 2.366 5.139 1.535
H 3.288 4.083 0.442
H 2.335 2.164 1.457
H 1.506 3.088 2.584
H 3.167 3.043 2.572
*
```

Properties
- E_LUMO (spin up / spin down): 4.2 / 4.2 eV
- E_HOMO (spin up / spin down): -0.0093 / -0.0037 Ha
- HOMO-LUMO gap (spin up / spin down): 4.408 / 4.254 eV

---

2.
The following is a quantum chemistry calculation of C53H44O4PS4W as an isolated structure, from the Open Molecules 2025 dataset.

```
! RIJCOSX wB97M-V def2-TZVPD def2/J DEFGRID3
* xyz 1 1
W -0.098 -0.643 0.638
S 1.525 -1.765 2.192
S -0.034 -1.299 3.445
S 0.425 0.620 4.041
S 0.308 1.455 2.174
C 5.504 2.676 1.288
C 4.679 1.867 2.057
C 3.586 1.244 1.477
C 3.307 1.436 0.125
C 4.143 2.238 -0.648
C 5.239 2.852 -0.061
P 1.971 0.425 -0.594
C 1.697 1.116 -2.264
C 1.553 2.490 -2.458
C 1.285 2.989 -3.722
C 1.178 2.130 -4.806
C 1.346 0.766 -4.622
C 1.596 0.258 -3.357
C 2.881 -1.105 -0.977
C 4.216 -1.114 -1.295
C 4.856 -2.318 -1.634
C 4.143 -3.481 -1.666
C 2.767 -3.501 -1.348
C 2.025 -4.703 -1.391
C 0.701 -4.691 -1.063
C 0.080 -3.497 -0.653
C 0.734 -2.280 -0.584
C 2.116 -2.297 -0.972
H 6.354 3.171 1.739
H 4.890 1.717 3.107
H 2.957 0.596 2.072
H 3.953 2.375 -1.703
H 5.893 3.462 -0.670
H 1.666 3.177 -1.629
H 1.159 4.054 -3.863
H 0.968 2.524 -5.791
H 1.287 0.092 -5.467
H 1.723 -0.808 -3.218
H 4.790 -0.198 -1.285
H 5.912 -2.309 -1.868
H 4.619 -4.417 -1.931
H 2.524 -5.619 -1.682
H 0.116 -5.600 -1.087
H -0.959 -3.581 -0.371
C -4.279 1.690 3.869
C -4.641 1.076 2.533
C -6.136 1.125 2.254
O -4.231 -0.301 2.494
C -3.158 -0.392 1.607
C -3.478 0.737 0.594
O -3.893 1.726 1.518
C -2.352 1.246 -0.374
O -1.089 0.745 0.059
C -2.598 0.815 -1.845
C -1.630 0.180 -2.612
C -1.840 -0.087 -3.957
C -3.033 0.272 -4.555
C -4.009 0.903 -3.800
C -3.791 1.184 -2.463
C -2.306 2.778 -0.438
C -3.438 3.584 -0.374
C -3.319 4.957 -0.526
C -2.085 5.540 -0.768
C -0.956 4.738 -0.840
C -1.073 3.370 -0.667
C -2.898 -1.835 1.087
O -1.528 -1.719 0.674
C -2.987 -2.885 2.207
C -4.187 -3.195 2.837
C -4.223 -4.121 3.869
C -3.067 -4.757 4.291
C -1.877 -4.501 3.632
C -1.842 -3.580 2.596
C -3.832 -2.244 -0.054
C -5.211 -2.098 0.091
C -6.073 -2.468 -0.928
C -5.573 -3.018 -2.098
C -4.206 -3.173 -2.245
C -3.339 -2.774 -1.238
H -4.846 1.198 4.657
H -4.514 2.753 3.855
H -3.213 1.564 4.061
H -6.640 0.423 2.918
H -6.337 0.841 1.220
H -6.520 2.129 2.425
H -2.235 -0.097 2.128
H -4.326 0.431 -0.022
H -0.682 -0.102 -2.182
H -1.063 -0.577 -4.531
H -3.202 0.069 -5.605
H -4.947 1.190 -4.258
H -4.553 1.709 -1.902
H -4.412 3.163 -0.183
H -4.205 5.574 -0.454
H -2.006 6.610 -0.905
H 0.012 5.183 -1.034
H -0.202 2.737 -0.699
H -5.108 -2.721 2.538
H -5.171 -4.343 4.342
H -3.097 -5.459 5.113
H -0.969 -5.020 3.913
H -0.911 -3.436 2.067
H -5.616 -1.681 1.002
H -7.140 -2.336 -0.803
H -6.245 -3.324 -2.888
H -3.805 -3.607 -3.151
H -2.276 -2.887 -1.378
*
```

Properties
- E_LUMO: -4.6 eV
- E_HOMO: -0.3909 Ha
- HOMO-LUMO gap: 6.010 eV

---

3.
The following is a quantum chemistry calculation of C53H45N8O2S3Sc as an isolated structure, from the Open Molecules 2025 dataset.

```
! RIJCOSX wB97M-V def2-TZVPD def2/J DEFGRID3
* xyz 2 1
Sc -0.306 -0.318 -0.215
C -4.296 1.825 0.863
C -4.084 3.131 0.459
C -2.804 3.524 0.106
C -1.770 2.600 0.178
N -1.986 1.319 0.506
C -3.224 0.951 0.841
C -0.348 2.973 -0.047
C 0.053 4.291 -0.214
C 1.398 4.559 -0.393
C 2.299 3.512 -0.378
C 1.826 2.221 -0.175
N 0.526 1.963 -0.020
C 2.735 1.047 -0.131
C 4.116 1.181 -0.093
C 4.904 0.043 -0.085
C 4.288 -1.195 -0.109
C 2.904 -1.242 -0.119
N 2.136 -0.149 -0.126
H -5.269 1.476 1.175
H -4.899 3.841 0.429
H -2.619 4.541 -0.203
H -3.356 -0.092 1.099
H -0.661 5.099 -0.196
H 1.740 5.574 -0.537
H 3.350 3.701 -0.529
H 4.580 2.154 -0.059
H 5.982 0.126 -0.057
H 4.859 -2.112 -0.107
H 2.375 -2.185 -0.110
N -0.139 -0.275 2.221
C 0.400 -1.582 2.652
C 0.080 -2.617 1.582
O -0.276 -3.737 1.853
O 0.262 -2.138 0.368
H 0.396 0.482 2.631
H -1.084 -0.168 2.578
H 0.029 -1.909 3.621
H 1.487 -1.503 2.707
N -0.078 0.157 -2.203
S -0.437 -0.126 -3.601
N -1.862 -0.773 -4.012
S -2.089 -2.303 -3.592
N -3.560 -2.382 -2.787
S -3.250 -2.345 -1.074
N -2.207 -1.394 -0.747
C -4.862 -2.046 -0.412
C -5.483 -0.854 -0.776
C -6.737 -0.567 -0.266
C -7.341 -1.443 0.628
C -6.684 -2.595 1.035
C -5.437 -2.909 0.513
C -2.957 -4.089 -0.898
C -3.968 -5.038 -1.077
C -3.629 -6.375 -1.083
C -2.296 -6.761 -0.939
C -1.305 -5.810 -0.793
C -1.630 -4.456 -0.779
C -4.788 -2.048 -3.465
C -5.750 -3.038 -3.603
C -6.945 -2.748 -4.245
C -7.159 -1.482 -4.771
C -6.178 -0.505 -4.655
C -4.989 -0.778 -3.996
C -2.582 -3.117 -5.077
C -2.679 -4.502 -5.007
C -3.042 -5.194 -6.150
C -3.291 -4.501 -7.330
C -3.182 -3.119 -7.377
C -2.819 -2.408 -6.241
C 0.755 -1.202 -4.392
C 0.745 -1.501 -5.752
C 1.598 -2.481 -6.235
C 2.430 -3.179 -5.369
C 2.411 -2.896 -4.013
C 1.574 -1.906 -3.520
C -0.670 1.398 -4.502
C -1.308 2.374 -3.743
C -1.664 3.573 -4.337
C -1.376 3.803 -5.674
C -0.719 2.833 -6.415
C -0.367 1.621 -5.836
H -4.991 -0.164 -1.446
H -7.244 0.340 -0.566
H -8.323 -1.217 1.023
H -7.141 -3.257 1.759
H -4.920 -3.797 0.846
H -4.999 -4.747 -1.219
H -4.402 -7.123 -1.202
H -2.040 -7.813 -0.941
H -0.273 -6.108 -0.674
H -0.867 -3.703 -0.656
H -5.553 -4.031 -3.223
H -7.699 -3.516 -4.348
H -8.086 -1.259 -5.281
H -6.342 0.478 -5.076
H -4.222 -0.023 -3.892
H -2.479 -5.025 -4.078
H -3.124 -6.272 -6.124
H -3.569 -5.047 -8.222
H -3.381 -2.591 -8.300
H -2.726 -1.330 -6.248
H 0.060 -1.024 -6.436
H 1.599 -2.710 -7.292
H 3.083 -3.951 -5.754
H 3.050 -3.445 -3.334
H 1.560 -1.666 -2.467
H -1.521 2.184 -2.700
H -2.166 4.334 -3.752
H -1.655 4.740 -6.138
H -0.470 3.018 -7.451
H 0.174 0.902 -6.427
*
```

Properties
- E_LUMO: -4.9 eV
- E_HOMO: -0.4831 Ha
- HOMO-LUMO gap: 8.217 eV

---

4.
The following is a quantum chemistry calculation of C53H47As2Br4CsF2N4O2S3 as an isolated structure, from the Open Molecules 2025 dataset.

```
! RIJCOSX wB97M-V def2-TZVPD def2/J DEFGRID3
* xyz -2 1
Cs -2.471 0.456 -0.045
C -5.711 -2.700 -0.980
As -3.755 -2.709 -0.840
C -3.524 -4.390 0.149
C -3.326 -3.386 -2.645
C -3.662 -4.696 -2.984
C -3.273 -5.257 -4.193
C -2.526 -4.500 -5.082
C -2.213 -3.184 -4.768
C -2.610 -2.596 -3.567
As -2.334 -0.652 -3.205
C -0.965 -0.281 -4.575
C -3.866 -0.044 -4.261
H -6.088 -3.666 -1.320
H -5.993 -1.899 -1.664
H -6.128 -2.466 -0.001
H -4.255 -5.149 -0.138
H -3.600 -4.223 1.227
H -2.518 -4.763 -0.055
H -4.229 -5.303 -2.288
H -3.543 -6.280 -4.432
H -2.195 -4.928 -6.022
H -1.645 -2.603 -5.485
H -1.262 -0.581 -5.582
H -0.026 -0.765 -4.301
H -0.823 0.801 -4.565
H -3.972 -0.629 -5.175
H -3.680 1.008 -4.481
H -4.751 -0.112 -3.630
N -0.725 1.947 1.569
S 0.485 2.733 1.535
N 1.829 2.127 2.343
S 2.356 0.701 2.023
N 2.258 0.106 0.623
S 1.351 -1.188 -0.031
N -0.073 -1.115 -0.206
C 2.284 -1.199 -1.568
C 2.417 0.000 -2.251
C 2.983 -0.005 -3.517
C 3.403 -1.197 -4.093
C 3.246 -2.395 -3.407
C 2.680 -2.401 -2.139
C 2.024 -2.583 0.883
C 3.389 -2.835 0.956
C 3.830 -3.927 1.686
C 2.912 -4.731 2.358
C 1.554 -4.454 2.299
C 1.103 -3.376 1.540
C 4.093 0.884 2.362
C 4.500 1.500 3.534
C 5.855 1.669 3.763
C 6.783 1.240 2.820
C 6.357 0.642 1.647
C 4.998 0.457 1.413
C 1.767 -0.417 3.253
C 0.390 -0.422 3.426
C -0.168 -1.337 4.296
C 0.655 -2.221 4.993
C 2.033 -2.185 4.821
C 2.608 -1.284 3.939
C 0.514 4.341 2.355
C -0.093 5.379 1.659
C -0.291 6.600 2.283
C 0.108 6.774 3.603
C 0.697 5.724 4.297
C 0.897 4.499 3.676
C 1.124 3.137 -0.102
C 0.264 3.006 -1.171
C 0.726 3.290 -2.456
C 2.038 3.689 -2.653
C 2.901 3.823 -1.562
C 2.444 3.555 -0.283
H 2.071 0.923 -1.803
H 3.079 0.930 -4.056
H 3.838 -1.195 -5.085
H 3.550 -3.330 -3.861
H 2.528 -3.332 -1.609
H 4.093 -2.195 0.440
H 4.891 -4.144 1.742
H 3.264 -5.573 2.943
H 0.820 -5.028 2.848
H 0.044 -3.144 1.486
H 3.760 1.841 4.247
H 6.194 2.144 4.675
H 7.841 1.381 3.001
H 7.078 0.320 0.906
H 4.630 0.014 0.496
H -0.232 0.273 2.862
H -1.235 -1.424 4.435
H 0.188 -2.950 5.640
H 2.666 -2.886 5.352
H 3.678 -1.280 3.770
H -0.433 5.230 0.638
H -0.774 7.402 1.742
H -0.055 7.723 4.098
H 0.994 5.854 5.330
H 1.341 3.670 4.211
H -0.784 2.708 -1.096
H 0.005 3.193 -3.259
H 2.398 3.908 -3.651
H 3.926 4.137 -1.716
H 3.101 3.650 0.574
Br -7.837 4.853 -0.437
C -6.181 4.085 -0.978
C -5.116 4.884 -1.328
Br -5.260 6.778 -1.256
C -3.915 4.269 -1.753
Br -2.406 5.346 -2.212
C -3.712 2.882 -1.872
O -2.610 2.367 -2.293
C -4.857 2.019 -1.440
O -4.767 0.745 -1.424
C -6.035 2.683 -1.031
Br -7.462 1.529 -0.518
F -0.990 -4.394 4.001
C -2.321 -3.838 3.723
F -2.524 -3.043 4.935
H -2.039 -3.035 2.977
*
```

Properties
- E_LUMO: 3.0 eV
- E_HOMO: -0.0428 Ha
- HOMO-LUMO gap: 4.144 eV

---

Strongest force on any atom in eV/Å, matching the order above: 1.70 3.92 0.69 0.82